(1)
10
Properties=species:S:1:pos:R:3:forces:R:3:lowdin_charge:R:1 method="wB97M-V/def2-TZVPD" smiles="C=C.SS" homo_energy_ev=-9.507 lumo_ev=0.00
C -0.9646 0.4598 0.6662 1.8 1.1 4.4 -0.150
C -1.3435 -0.1710 -0.3603 -0.3 -1.3 -4.3 -0.123
H -1.1863 0.0108 1.6319 -0.1 0.3 0.1 0.058
H -0.2069 1.2331 0.7281 -0.5 0.4 -0.4 0.021
H -1.8386 -1.1174 -0.2580 -0.6 -0.1 -0.3 0.053
H -1.0220 0.1714 -1.3651 -0.4 -0.5 0.5 0.059
S 2.9137 -0.5557 1.0069 -0.6 -1.8 -2.1 0.275
S 2.0492 0.4075 -0.6808 -0.3 -0.3 1.6 0.298
H 3.2570 0.2707 1.9315 0.1 1.9 0.8 -0.255
H 3.1341 0.9171 -1.2024 1.0 0.2 -0.4 -0.236

---

(2)
10
Properties=species:S:1:pos:R:3:forces:R:3:lowdin_charge:R:1 method="wB97M-V/def2-TZVPD" smiles=CCSS homo_energy_ev=-8.603 lumo_ev=0.66
C -0.2967 1.0014 2.0675 1.1 -5.6 -3.0 -0.167
C 0.7483 0.9924 0.9528 1.0 2.6 0.3 -0.589
S 0.8097 -0.3417 -0.3647 1.4 0.8 1.1 0.334
S -0.9620 -0.7970 -1.2234 -0.7 0.7 0.4 0.274
H -1.2403 1.1663 1.7059 -2.4 0.7 -1.0 0.036
H -0.0360 1.6557 2.7560 1.2 3.0 3.4 0.018
H -0.3123 -0.0492 2.4252 -0.1 0.7 0.5 0.090
H 1.7897 0.8916 1.4744 -1.7 0.0 -1.3 0.090
H 0.6952 2.1300 0.5648 0.5 -2.7 0.0 0.110
H -1.1695 0.4622 -1.6384 -0.3 -0.1 -0.5 -0.196

---

(3)
9
Properties=species:S:1:pos:R:3:forces:R:3:lowdin_charge:R:1 method="wB97M-V/def2-TZVPD" homo_energy_ev=-8.479 lumo_ev=0.13
C -0.6367 -0.1539 -0.5002 -0.6 -0.8 1.9 -0.224
C 0.7575 0.2572 -0.0937 -0.9 0.7 4.5 -0.658
Se 1.9192 -1.1183 0.6050 2.5 1.4 -3.4 0.765
H -0.5272 -0.8529 -1.3515 0.0 -0.1 0.6 0.073
H -1.0642 -0.7209 0.4438 0.1 1.2 -2.3 0.102
H -1.2492 0.6762 -0.9254 0.3 -0.5 0.9 0.077
H 1.0073 1.6420 1.1833 -0.9 -2.6 -2.7 0.173
H 1.2158 0.6572 -0.8879 2.2 1.8 -2.6 -0.048
H 1.1625 -1.5718 1.5984 -2.6 -1.2 3.1 -0.259

---

(4)
109
Properties=species:S:1:pos:R:3:forces:R:3:lowdin_charge:R:1 method="wB97M-V/def2-TZVPD" homo_energy_ev=-7.771 lumo_ev=1.25 total_charge=-1
C -13.4575 6.7043 16.9506 1.1 0.2 1.0 0.035
C -13.4785 8.2346 17.0676 -2.9 0.4 -0.6 -0.606
O -13.3403 8.8385 15.9692 0.8 0.0 0.1 -0.075
O -14.0126 8.8190 18.0859 1.7 -1.4 -0.5 -0.085
H -14.3341 6.4122 16.3723 -0.1 0.0 0.4 0.099
H -13.3853 6.2631 17.9447 -0.6 -0.2 0.0 0.058
H -12.5852 6.3081 16.4308 0.1 0.4 -0.3 0.067
O -18.2899 6.1877 20.0025 -0.5 -0.2 0.5 -0.061
H -17.8505 6.9029 19.5424 0.3 0.4 -0.5 -0.022
H -17.5780 5.6233 20.3042 0.2 -0.2 -0.1 -0.005
O -15.0233 8.9519 21.9408 -0.3 -0.1 0.1 -0.020
H -14.6478 9.8153 22.1137 0.3 0.4 -0.2 0.076
H -15.4022 8.6830 22.7777 -0.1 -0.3 0.3 0.076
O -13.4893 2.5354 12.8179 -0.5 -0.2 -0.5 -0.056
H -12.7492 2.4124 12.2234 0.2 -0.1 -0.1 0.045
H -13.0992 2.8912 13.6163 0.5 0.4 0.4 0.010
O -17.4144 10.2799 21.2253 -0.6 0.2 0.0 -0.037
H -16.9823 10.7505 21.9381 0.0 0.2 0.0 0.042
H -16.8470 9.5280 21.0555 0.2 -0.3 -0.2 0.016
O -9.7495 5.3878 12.9364 0.6 -0.6 0.4 -0.035
H -9.1588 5.0063 12.2870 0.2 0.0 -0.2 0.061
H -10.2443 6.0486 12.4519 -0.4 0.7 -0.4 0.007
O -19.2099 4.3646 16.2948 -0.5 0.1 -0.3 -0.066
H -18.3048 4.3889 15.9842 0.2 0.0 0.0 0.015
H -19.1443 4.0676 17.2024 0.2 -0.1 0.3 0.000
O -9.1913 4.3383 16.2900 0.0 -0.4 -0.4 -0.017
H -8.9220 4.7676 15.4780 0.0 0.4 -0.3 0.057
H -8.7183 3.5061 16.2898 0.1 -0.3 0.1 0.074
O -10.6802 7.5987 11.2678 0.5 -0.4 -0.2 -0.052
H -11.1172 7.9740 12.0323 -0.4 0.4 0.7 -0.007
H -11.1831 7.9230 10.5207 -0.2 -0.1 -0.1 0.049
O -16.2773 10.9910 17.1805 0.1 -0.2 -0.5 -0.049
H -15.6804 11.2549 17.8807 0.5 0.1 0.6 0.030
H -17.1462 11.2301 17.5030 -0.6 0.3 0.3 0.025
O -18.2654 11.5723 18.8293 -0.4 0.4 -0.4 -0.035
H -18.8526 12.2570 19.1496 -0.1 0.2 -0.1 0.055
H -18.0709 11.0422 19.6022 0.3 -0.5 0.6 0.003
O -11.3678 8.1374 14.1164 -0.1 -0.3 -1.8 -0.065
H -12.0309 8.3718 14.7657 -0.6 0.3 0.8 -0.008
H -10.5470 8.1167 14.6083 0.0 -0.1 0.4 -0.011
O -9.7315 5.4329 18.5849 -0.2 0.2 0.8 -0.064
H -9.6687 6.3617 18.3622 0.0 0.3 0.1 0.030
H -9.6836 4.9804 17.7427 0.1 0.0 -0.4 -0.034
O -16.1293 9.1489 15.1552 -0.4 -0.5 -0.6 -0.036
H -16.2578 9.9043 15.7289 0.0 0.4 0.6 -0.003
H -15.2304 8.8678 15.3263 0.6 -0.2 0.0 0.018
O -14.0233 11.3521 19.0871 -0.4 0.8 0.5 -0.044
H -13.1095 11.6276 19.0143 0.3 0.2 -0.1 0.037
H -14.0160 10.4281 18.8371 0.2 -1.0 -0.4 -0.023
O -16.7955 8.1856 18.4374 -0.6 -0.2 0.6 -0.031
H -15.9342 8.5631 18.6160 0.6 0.1 -0.2 0.005
H -16.8751 8.2097 17.4839 0.0 0.1 -0.4 0.037
O -18.5716 8.3399 14.2344 -0.7 -0.2 -0.3 -0.063
H -19.1360 8.9876 14.6565 -0.2 0.1 0.1 0.019
H -17.7321 8.4217 14.6869 0.7 0.1 0.1 -0.032
O -16.6900 12.1781 13.9079 -0.3 0.5 0.1 -0.049
H -17.5820 12.0093 14.2115 -0.2 -0.1 0.0 0.027
H -16.2625 11.3220 13.9316 0.3 -0.2 -0.1 -0.014
O -11.5019 3.9441 14.3583 -0.8 -0.6 0.2 -0.054
H -11.3182 4.1736 15.2692 0.0 0.0 0.3 0.024
H -10.7226 4.2243 13.8783 0.3 0.5 -0.5 -0.021
O -12.5634 12.5370 13.6531 0.9 0.4 -0.2 -0.061
H -12.9968 12.2790 12.8395 -0.3 -0.1 -0.2 0.016
H -13.0272 12.0525 14.3361 -0.8 -0.1 0.4 -0.027
O -17.2533 3.2414 18.2590 -0.2 -0.3 -0.1 -0.034
H -16.7433 2.4323 18.2206 0.0 -0.3 -0.1 0.038
H -16.6283 3.9055 18.5498 -0.1 0.5 0.2 -0.012
O -16.1216 3.0531 13.7956 -0.5 0.2 0.2 -0.053
H -15.9923 2.1378 14.0443 0.1 -0.2 0.0 0.025
H -15.3978 3.2443 13.1992 0.3 -0.1 -0.1 -0.018
O -15.4419 5.0728 19.5071 -0.2 -0.1 0.0 -0.039
H -14.8396 4.3678 19.2695 0.4 -0.1 0.0 0.052
H -14.9474 5.6136 20.1228 0.2 0.3 0.2 0.044
O -13.0253 7.7066 20.6205 0.7 -0.8 0.1 -0.050
H -13.7537 8.0400 21.1444 -0.3 0.3 0.3 -0.020
H -13.3355 7.7602 19.7166 -0.2 0.4 -0.7 -0.002
O -11.1642 10.4655 17.3078 0.6 -1.0 0.5 -0.037
H -12.0016 10.0425 17.4978 -0.5 -0.2 -0.1 0.017
H -11.3970 11.2380 16.7928 0.0 0.8 -0.2 0.015
O -8.9515 10.8245 18.9461 0.5 0.1 0.3 -0.059
H -9.5542 10.2869 18.4323 -0.7 0.2 -0.3 -0.025
H -8.1304 10.3324 18.9449 0.3 -0.1 0.2 0.022
O -13.6775 8.2749 12.3359 -0.1 0.7 -0.2 -0.038
H -13.1012 8.2911 13.1000 0.3 0.0 0.2 -0.002
H -14.0086 7.3774 12.3040 -0.1 -0.5 -0.2 0.006
O -9.7720 8.0433 16.1147 0.8 -0.7 0.3 -0.024
H -8.9538 8.3966 15.7656 0.4 0.1 0.1 0.068
H -10.0913 8.7211 16.7103 -0.5 0.8 0.2 0.023
O -13.9115 14.6083 17.1045 -0.2 0.6 0.4 -0.060
H -14.4688 14.6859 16.3302 -0.1 -0.1 -0.2 0.039
H -13.6149 13.6982 17.0964 0.1 -0.5 -0.2 -0.012
O -10.4031 7.0888 21.6373 0.7 0.0 0.3 -0.068
H -10.8010 6.3239 22.0530 -0.1 -0.1 0.0 0.022
H -11.1069 7.4699 21.1124 -0.6 0.1 -0.2 -0.021
O -11.7708 13.0232 16.5617 0.3 -0.3 0.2 -0.041
H -11.5630 13.8621 16.9730 0.1 0.2 0.2 0.064
H -11.6650 13.1830 15.6239 -0.2 0.1 -0.7 0.040
O -10.4304 3.0101 19.6901 -0.3 -0.8 0.3 -0.065
H -9.8770 2.7349 18.9592 0.1 0.0 -0.1 0.012
H -10.3745 3.9657 19.6869 0.2 0.6 -0.1 -0.011
O -14.2540 11.4718 15.5621 0.8 0.5 -0.6 -0.050
H -14.0307 10.5439 15.4891 0.4 -0.6 0.3 0.005
H -14.9947 11.4934 16.1681 -0.5 0.3 0.0 -0.010
O -13.6855 5.5761 11.8606 -0.1 0.1 -0.3 -0.029
H -14.1389 4.7669 11.6243 -0.2 -0.2 0.1 0.037
H -12.8486 5.2853 12.2229 0.3 0.0 0.3 0.029
O -14.9352 10.8429 11.9255 -0.1 0.8 -0.1 -0.051
H -14.8888 10.1183 12.5492 0.2 -0.6 0.0 0.000
H -14.4000 10.5569 11.1852 0.1 -0.3 0.0 0.027

---

(5)
12
Properties=species:S:1:pos:R:3:forces:R:3:lowdin_charge:R:1 method="wB97M-V/def2-TZVPD" multiplicity=3 homo_energy_ev="-5.789 / -10.135" lumo_ev="0.60 / -2.38" s2=2.006
C 1.4644 -0.1158 1.5178 -0.1 2.0 -2.5 -0.095
C 0.5881 -1.3174 1.3172 7.5 0.6 7.8 -0.421
O -0.1659 -1.4492 0.4469 -6.8 -1.1 -7.5 0.116
Si -1.8210 0.6423 -1.9953 1.3 0.7 -2.1 0.204
Br 0.1482 1.5620 -1.6457 1.1 0.5 0.3 0.196
H 0.8758 0.7404 1.7870 -0.6 0.6 0.9 0.058
H 1.8788 0.3518 0.5676 -0.2 -1.3 0.5 0.061
H 2.2783 -0.2348 2.1729 0.7 -0.6 1.0 0.054
H 0.6468 -2.0010 2.1787 -0.4 -0.2 -0.1 0.139
H -2.6069 1.7852 -1.5262 -0.8 -0.5 0.1 -0.118
H -1.6012 -0.5807 -1.2298 -0.9 -0.3 -0.1 -0.126
H -1.6854 0.6172 -3.5911 -0.8 -0.4 1.8 -0.070

---

(6)
15
Properties=species:S:1:pos:R:3:forces:R:3:lowdin_charge:R:1 method="wB97M-V/def2-TZVPD" homo_energy_ev=-2.254 lumo_ev=2.74 total_charge=-1
N 1.0543 4.0230 -0.3030 0.0 -0.2 0.1 -0.384
P 1.9752 2.8726 -0.9346 -0.1 0.1 0.0 0.397
O 1.0512 1.4377 -1.0323 0.2 -0.1 0.1 -0.445
O 2.8492 2.4634 0.4620 0.1 0.0 -0.1 -0.396
H 0.3330 4.2507 -0.9836 0.1 0.2 0.0 -0.126
H 0.7128 1.2612 -0.1386 -0.1 0.2 -0.2 -0.072
H 3.5545 1.8839 0.1560 0.0 0.0 0.0 -0.016
Cl 0.1883 -3.1632 -0.6542 0.0 0.0 0.0 0.535
C -1.2493 -3.0125 0.3867 0.0 0.0 0.0 -0.679
C -1.8626 -1.6351 0.3338 0.0 0.0 0.0 -0.666
Cl -0.8282 -0.3980 1.0747 -0.1 -0.1 0.2 0.589
H -0.9470 -3.2635 1.4002 0.0 0.0 0.0 0.062
H -1.9747 -3.7451 0.0360 0.0 0.0 0.0 0.064
H -2.8004 -1.6475 0.8881 0.0 0.0 0.0 0.067
H -2.0563 -1.3276 -0.6909 0.0 0.0 0.0 0.071

---

(7)
13
Properties=species:S:1:pos:R:3:forces:R:3:lowdin_charge:R:1 method="wB97M-V/def2-TZVPD" homo_energy_ev="-8.024 / -7.963" lumo_ev="-0.61 / -0.68"
C -0.0688 0.6115 0.7276 -3.2 -2.4 0.0 -0.241
C -1.8241 -0.2553 -0.4078 1.2 4.6 -0.7 -0.019
N 0.9014 -0.0655 -1.1644 -0.5 1.3 -0.1 -0.030
N 0.6126 0.9742 -0.3466 1.8 -0.7 -2.8 -0.324
O -2.2325 0.5737 -1.4456 0.3 -0.8 0.4 -0.045
Cl 2.4919 1.3021 0.6907 0.2 0.3 0.0 0.084
H -0.3620 1.3739 1.4094 0.0 0.4 0.3 0.070
H 0.1957 -0.3630 1.1183 -0.1 -0.2 0.6 0.070
H -2.4557 -0.2549 0.4250 -0.9 -1.0 1.0 0.072
H -1.1423 -0.9103 -0.8434 0.6 -1.7 0.2 0.043
H 1.1119 0.1787 -2.1214 0.3 0.0 0.4 0.115
H 1.0935 -0.9956 -0.8144 0.2 0.2 0.2 0.105
H -3.0974 0.9868 -1.3522 0.1 -0.1 0.6 0.100

---

(8)
14
Properties=species:S:1:pos:R:3:forces:R:3:lowdin_charge:R:1 method="wB97M-V/def2-TZVPD" homo_energy_ev="-11.924 / -12.742" lumo_ev="-5.64 / -4.34" total_charge=+1
C -0.9237 0.4697 -0.5819 0.1 0.0 -0.3 -0.521
C 2.4317 -1.3471 2.3126 -0.7 1.3 -0.6 -0.527
N -2.0958 0.1388 -1.1238 0.0 0.0 0.0 0.209
N 0.0441 0.9998 -1.3135 0.0 0.0 -0.1 0.184
N -0.7053 0.2623 0.7209 0.2 -0.1 0.5 -0.364
S 0.6803 0.8307 1.5282 0.6 -0.7 0.4 0.721
Cl 1.5036 -2.6454 2.7185 -0.2 -0.4 0.1 0.693
H 2.8848 -1.3142 1.3368 0.1 -0.1 -0.1 0.015
H 2.7620 -0.6764 3.0876 0.0 0.0 0.2 0.020
H -2.2771 0.2842 -2.1026 0.0 0.0 0.0 0.133
H -2.8317 -0.2798 -0.5793 0.1 0.0 0.0 0.133
H -0.0650 1.2108 -2.2908 -0.1 0.0 0.0 0.137
H 0.8979 1.2677 -0.8387 -0.1 0.0 0.0 0.059
H -1.4588 -0.1041 1.2904 0.1 0.1 -0.2 0.108

---

(9)
13
Properties=species:S:1:pos:R:3:forces:R:3:lowdin_charge:R:1 method="wB97M-V/def2-TZVPD" homo_energy_ev="-8.903 / -8.545" lumo_ev="-1.35 / -0.10"
C -0.2479 2.3452 0.7270 3.0 1.6 -0.2 -0.209
C -1.2585 -2.4839 -0.1842 1.0 -1.7 0.4 0.043
N 0.3920 1.5691 -0.3664 -0.5 0.1 1.2 -0.284
O 1.8583 -0.0653 -1.6162 -0.4 -0.8 0.2 -0.299
P 0.7804 0.0463 -0.4028 -0.9 1.0 -0.8 0.330
Cl 1.8371 -0.5791 1.1814 0.7 -0.3 1.1 0.255
H -0.6885 3.2231 0.2636 -0.4 -0.1 0.0 0.050
H 0.5538 2.8422 1.4484 -1.2 -1.3 -1.4 0.108
H -0.9317 1.8545 1.3717 -0.7 -0.8 0.3 0.040
H -1.0162 -3.2249 -0.9450 0.2 0.1 0.3 -0.011
H -1.2925 -2.7896 0.8624 0.2 0.2 -0.4 -0.004
H -1.8600 -1.7192 -0.5167 -1.2 1.7 -0.5 -0.067
H 1.8737 -1.0184 -1.8233 0.3 0.4 -0.3 0.048

---

(10)
14
Properties=species:S:1:pos:R:3:forces:R:3:lowdin_charge:R:1 method="wB97M-V/def2-TZVPD" homo_energy_ev=-9.179 lumo_ev=-0.44
C 0.9387 -0.1693 0.1038 0.2 1.4 0.2 -0.110
C 0.0991 0.1882 -1.1200 -2.1 -3.4 0.8 -0.430
N -1.1238 0.9018 -0.9876 -4.2 -0.6 1.9 -0.112
O -2.6872 0.3730 1.6238 -0.2 1.2 -1.1 -0.359
P -2.7813 -0.2031 0.1043 3.0 1.1 0.5 -0.051
S -2.8806 -2.1304 0.2352 0.1 0.7 -0.9 0.210
Cl -4.2903 0.9345 -0.5570 0.0 -0.2 -0.2 0.326
H 0.9350 0.8674 0.6429 1.2 -1.9 -0.5 0.104
H 0.5199 -0.8717 0.8111 -0.6 -0.2 0.0 0.039
H 1.8983 -0.6755 -0.2401 -0.8 1.4 0.6 0.090
H 0.6435 0.8496 -1.6856 1.7 1.2 -1.9 0.076
H -0.2650 -0.7171 -1.7089 1.2 0.9 0.4 0.123
H -1.1173 1.8092 -0.4915 0.2 -0.8 0.1 0.051
H -2.4318 -0.2506 2.2974 0.2 -0.7 0.1 0.043

---

(11)
14
Properties=species:S:1:pos:R:3:forces:R:3:lowdin_charge:R:1 method="wB97M-V/def2-TZVPD" homo_energy_ev="-9.172 / -9.175" lumo_ev="-2.26 / -2.26"
C 0.3943 1.2790 0.3792 -1.0 -1.2 -2.2 -0.118
C -0.3270 -0.8058 1.3082 0.3 -0.3 2.9 -0.196
N -0.6835 0.2222 0.4061 1.2 1.9 -0.7 -0.475
O 1.6842 -0.4575 -2.0652 -2.8 0.4 -0.1 -0.326
P -0.9458 -0.2806 -1.1234 -0.1 -2.6 -0.3 0.122
S -1.9000 -1.9926 -1.1890 0.9 1.6 -0.7 0.276
Cl -1.6647 1.3631 -1.9781 0.0 -0.2 -0.7 0.396
H 0.1652 1.9548 1.1537 0.4 0.8 1.0 0.077
H 1.3304 0.7122 0.3681 0.2 0.7 0.5 0.076
H 0.2883 1.7237 -0.6348 0.6 0.4 1.1 0.020
H -0.1113 -0.4013 2.3727 -0.7 -0.3 -1.7 0.131
H -1.1300 -1.5341 1.3476 0.3 -0.3 0.2 0.042
H 0.6192 -1.2058 0.9895 0.4 -0.9 -0.1 0.077
H 2.2810 -0.5771 -1.3347 0.3 -0.2 0.8 -0.101

---

(12)
11
Properties=species:S:1:pos:R:3:forces:R:3:lowdin_charge:R:1 method="wB97M-V/def2-TZVPD" smiles=C[SiH](C)Cl homo_energy_ev=-9.384 lumo_ev=0.94
C 0.1704 -1.6679 0.1005 -2.4 -0.5 -2.0 -0.256
Si -0.7300 -0.0595 -0.3782 1.1 2.5 0.0 0.296
C 0.5987 1.7249 0.2209 -0.9 -5.1 -3.4 -0.131
Cl -2.4897 0.1371 0.7134 0.1 -0.1 -0.3 0.192
H -0.2256 -2.0520 1.0318 0.2 -0.1 0.2 0.021
H 0.1851 -2.4618 -0.7121 -0.3 1.0 1.0 0.055
H 1.1228 -1.2844 0.1648 2.6 0.4 0.6 -0.035
H -1.0012 0.1379 -1.8927 0.1 -0.4 1.2 -0.045
H 1.2862 1.0525 0.6862 1.0 0.2 0.5 -0.037
H 0.9263 2.0712 -0.7620 0.1 0.2 0.4 -0.004
H 0.1570 2.4021 0.8276 -1.4 2.0 1.8 -0.054

---

no.,E (eV)
1,-23840.1125
2,-23840.7773
3,-67513.3267
4,-76943.6965
5,-82150.2996
6,-42108.1037
7,-19732.4613
8,-30007.4883
9,-27533.7758
10,-38371.3853
11,-38369.0540
12,-22587.8633